No. 1
41
Properties=species:S:1:pos:R:3:lowdin_charge:R:1 method="wB97M-V/def2-TZVPD" lumo_energy_ev=0.78 relative_energy_ev=0.5424 max_force_ev_per_a=3.89 orbital_gap_ev=10.1 charge=0
C -2.207 2.710 1.122 -0.040
C -1.519 1.864 0.059 -0.336
O -1.813 0.553 0.180 -0.080
Si -0.598 -0.538 0.406 0.285
O -0.862 -1.753 1.532 -0.093
C 0.289 -2.427 1.844 -0.370
C 0.378 -3.844 1.308 -0.064
O -0.332 -1.306 -1.064 -0.147
C 0.584 -0.859 -2.007 -0.206
C 0.089 -1.047 -3.485 -0.188
O -1.236 -0.621 -3.614 -0.184
C -2.174 -1.464 -2.993 -0.112
O 0.635 0.448 0.756 -0.173
C 0.782 0.924 2.024 -0.226
C 1.682 2.161 2.213 -0.133
O 1.625 3.058 1.068 -0.176
C 2.333 2.526 -0.023 -0.113
H -1.954 3.709 1.228 0.048
H -3.284 2.713 0.953 0.078
H -1.977 2.237 2.111 0.085
H -1.714 2.192 -0.935 0.122
H -0.459 1.990 0.190 0.079
H 0.529 -2.414 2.924 0.128
H 1.107 -1.849 1.431 0.092
H 0.235 -3.827 0.201 0.085
H -0.251 -4.532 1.893 0.083
H 1.391 -4.262 1.288 0.075
H 0.941 0.117 -1.770 0.093
H 1.401 -1.570 -1.873 0.123
H 0.719 -0.531 -4.274 0.141
H 0.152 -2.156 -3.723 0.131
H -2.825 -1.897 -3.826 0.111
H -1.634 -2.268 -2.502 0.076
H -2.798 -0.975 -2.274 0.077
H 1.019 0.078 2.685 0.125
H -0.209 1.246 2.398 0.113
H 2.768 1.885 2.307 0.124
H 1.457 2.735 3.103 0.123
H 3.295 2.112 0.357 0.096
H 2.605 3.235 -0.753 0.075
H 1.829 1.646 -0.465 0.071

No. 2
101
Properties=species:S:1:pos:R:3:lowdin_charge:R:1 method="wB97M-V/def2-TZVPD" lumo_energy_ev=3.28 relative_energy_ev=2.5092 max_force_ev_per_a=3.32 orbital_gap_ev=6.9 charge=-2
Ba -0.243 0.773 0.303 1.884
C -1.691 -1.527 4.483 -0.039
C -1.887 -0.264 5.195 -0.248
C -3.161 0.031 5.566 -0.044
C -3.401 1.181 6.343 -0.092
C -2.347 1.959 6.675 -0.088
C -1.047 1.746 6.266 -0.216
C 0.177 2.556 6.517 -0.050
C -0.857 0.597 5.501 -0.172
N 0.525 0.384 5.027 0.118
C 0.659 0.546 3.730 -0.527
O -0.224 0.916 2.907 -0.248
C 2.070 0.403 3.189 -0.168
C 3.155 0.089 3.965 -0.028
C 4.401 -0.015 3.359 -0.055
C 4.490 0.268 1.995 -0.014
C 3.347 0.586 1.250 -0.188
N 2.163 0.590 1.837 0.056
C 3.248 0.953 -0.235 -0.478
O 2.090 0.836 -0.740 -0.312
N 4.351 1.365 -0.841 0.123
C 4.121 1.786 -2.158 -0.208
C 3.778 3.136 -2.400 -0.253
C 3.741 4.181 -1.338 -0.051
C 3.620 3.580 -3.700 -0.090
C 3.890 2.770 -4.832 -0.101
C 4.340 1.458 -4.535 -0.098
C 4.406 0.947 -3.256 -0.218
C 4.691 -0.518 -3.163 -0.040
H -1.392 -1.493 3.463 0.061
H -2.615 -2.076 4.506 0.072
H -0.978 -2.186 4.998 0.092
H -3.943 -0.585 5.140 0.108
H -4.389 1.545 6.502 0.086
H -2.545 2.901 7.182 0.102
H 0.008 3.572 6.801 0.061
H 0.959 2.475 5.774 0.066
H 0.655 2.073 7.345 0.072
H 3.008 -0.199 5.006 0.110
H 5.261 -0.142 3.975 0.090
H 5.339 0.062 1.384 0.092
H 2.717 4.312 -0.997 0.065
H 4.208 5.079 -1.708 0.061
H 4.439 3.729 -0.498 0.117
H 3.193 4.548 -3.873 0.096
H 3.801 3.183 -5.804 0.072
H 4.616 0.883 -5.415 0.090
H 3.754 -1.054 -2.998 0.085
H 5.342 -0.773 -2.392 0.047
H 5.106 -0.852 -4.141 0.082
C -1.871 4.603 1.450 0.020
C -2.679 3.320 1.757 -0.349
N -2.540 2.180 1.097 0.015
C -3.375 1.285 1.708 -0.116
C -4.104 1.958 2.673 -0.087
N -3.674 3.290 2.670 0.186
C -5.254 1.613 3.530 -0.521
O -5.804 0.465 3.325 0.086
O -5.745 2.475 4.306 0.008
C -3.386 -0.265 1.369 -0.543
O -4.274 -0.960 1.959 0.000
O -2.431 -0.741 0.714 -0.196
H -0.839 4.406 1.731 0.077
H -2.241 5.272 2.203 0.061
H -1.948 4.909 0.424 0.072
H -3.949 3.968 3.372 0.166
H -5.204 -0.259 2.774 0.081
C 1.453 0.529 -6.744 -0.009
C 0.682 0.401 -5.509 -0.288
C 0.184 -0.766 -5.061 0.029
C -0.283 -0.731 -3.724 -0.316
N -0.168 0.211 -2.853 0.069
C 0.239 1.411 -3.284 -0.807
S 0.025 2.875 -2.424 0.527
N 0.624 1.430 -4.620 0.110
C -0.881 -2.005 -3.290 -0.016
H 2.469 0.179 -6.427 0.105
H 1.513 1.476 -7.174 0.060
H 1.202 -0.227 -7.515 0.104
H 0.103 -1.674 -5.672 0.141
H 1.104 2.327 -4.909 0.151
H -0.160 -2.675 -2.767 0.113
H -1.257 -2.536 -4.172 0.089
H -1.738 -1.854 -2.601 0.097
N -1.432 -4.314 0.564 0.088
C -1.593 -4.725 -0.782 -0.360
C -0.694 -5.551 -1.400 -0.081
C -0.821 -6.089 -2.669 -0.070
C -2.041 -5.888 -3.313 -0.302
C -3.007 -5.041 -2.769 -0.066
C -2.789 -4.473 -1.504 -0.043
S -2.160 -6.638 -4.929 0.443
O -0.891 -6.394 -5.681 -0.414
O -3.334 -6.032 -5.571 -0.395
O -2.243 -8.048 -4.472 -0.400
H -1.826 -3.362 0.646 0.073
H -0.429 -4.232 0.723 0.073
H 0.212 -5.764 -0.816 0.106
H -0.104 -6.753 -3.224 0.128
H -3.939 -4.927 -3.289 0.098
H -3.647 -3.975 -0.996 0.119

No. 3
71
Properties=species:S:1:pos:R:3:lowdin_charge:R:1 method="wB97M-V/def2-TZVPD" lumo_energy_ev="-0.42 / -0.70" relative_energy_ev=5.4620 max_force_ev_per_a=4.91 multiplicity=6 orbital_gap_ev="8.8 / 9.0" charge=0
Mn 2.325 -1.375 -2.206 1.132
O 1.064 0.989 0.768 0.139
C 1.438 0.222 -0.251 -0.822
O 1.696 0.621 -1.371 -0.035
O 1.834 -0.934 -0.028 -0.034
H 1.204 0.491 1.577 0.104
O 0.309 -4.554 -1.247 0.154
C 0.950 -3.525 -1.809 -0.777
O 2.196 -3.449 -1.922 -0.073
O 0.415 -2.469 -2.160 -0.044
H -0.621 -4.447 -1.034 0.129
O 0.170 1.351 -5.058 -0.294
S 1.591 0.885 -4.929 0.791
O 1.958 -0.142 -3.938 -0.366
O 2.275 0.592 -6.418 -0.265
C 1.799 1.219 -7.558 -0.294
C 2.908 1.236 -8.677 -0.038
C 2.575 2.409 -4.470 -0.061
H 1.542 2.245 -7.293 0.113
H 0.909 0.719 -7.939 0.122
H 3.290 0.229 -8.845 0.077
H 3.674 1.906 -8.285 0.071
H 2.623 1.611 -9.660 0.078
H 3.338 2.035 -3.788 0.063
H 1.965 3.202 -4.037 0.081
H 3.155 2.734 -5.334 0.060
O 3.044 -1.229 8.818 -0.283
S 1.973 -1.657 7.954 0.637
O 0.605 -1.508 8.364 -0.308
O 2.084 -0.999 6.456 -0.298
C 1.160 0.147 6.109 -0.200
C 1.615 0.672 4.731 -0.059
C 2.081 -3.486 7.421 -0.076
H 1.071 0.877 6.913 0.120
H 0.171 -0.298 5.997 0.084
H 1.033 1.522 4.374 0.083
H 1.600 -0.181 4.053 0.065
H 2.665 0.950 4.823 0.078
H 1.858 -3.622 6.363 0.039
H 1.326 -3.969 8.042 0.058
H 3.065 -3.939 7.540 0.058
O -2.785 -1.784 2.094 -0.302
S -2.555 -0.911 3.239 0.732
O -3.517 -0.645 4.304 -0.297
O -1.052 -1.312 3.999 -0.296
C -0.950 -2.477 4.718 -0.313
C -0.054 -3.452 3.890 -0.048
C -2.121 0.780 2.491 -0.076
H -1.994 -2.744 4.878 0.112
H -0.545 -2.456 5.730 0.100
H 0.100 -4.344 4.497 0.070
H 0.889 -3.027 3.548 0.076
H -0.540 -3.661 2.937 0.068
H -3.087 1.033 2.052 0.048
H -1.311 0.899 1.772 0.046
H -1.931 1.391 3.374 0.058
O -2.048 3.383 -1.937 -0.298
S -2.734 2.116 -1.711 0.741
O -3.058 1.619 -0.367 -0.323
O -4.176 2.064 -2.669 -0.274
C -4.728 3.216 -3.226 -0.339
C -4.136 3.422 -4.541 -0.097
C -1.933 0.637 -2.543 -0.059
H -4.526 4.055 -2.561 0.117
H -5.816 3.178 -3.284 0.127
H -4.367 2.624 -5.246 0.089
H -3.054 3.553 -4.516 0.074
H -4.336 4.421 -4.928 0.085
H -2.395 0.839 -3.509 0.051
H -2.321 -0.240 -2.026 0.074
H -0.848 0.744 -2.506 0.045

No. 4
88
Properties=species:S:1:pos:R:3:lowdin_charge:R:1 method="wB97M-V/def2-TZVPD" lumo_energy_ev=3.92 relative_energy_ev=0.6287 max_force_ev_per_a=0.27 orbital_gap_ev=5.4 charge=-2
Rb -0.540 -1.489 0.189 0.624
O 2.392 1.613 3.064 0.028
C 3.028 0.879 3.987 -0.275
C 3.866 1.525 4.900 -0.031
C 4.528 0.800 5.873 -0.122
C 4.370 -0.580 5.954 -0.124
C 3.547 -1.220 5.041 -0.047
C 2.869 -0.516 4.050 -0.073
C 1.981 -1.206 3.053 -0.455
O 1.240 -0.483 2.315 -0.131
N 2.031 -2.524 3.088 0.032
N 1.332 -3.092 2.055 -0.021
C 0.858 -4.249 2.293 -0.128
C 0.156 -5.012 1.248 -0.279
C -0.479 -6.208 1.581 -0.040
C -1.168 -6.901 0.601 -0.084
C -1.200 -6.386 -0.683 -0.068
C -0.530 -5.194 -0.927 -0.135
N 0.139 -4.523 0.003 0.085
H 1.792 0.946 2.587 0.059
H 3.977 2.600 4.819 0.106
H 5.172 1.316 6.578 0.087
H 4.884 -1.150 6.718 0.082
H 3.406 -2.292 5.069 0.097
H 0.951 -4.702 3.283 0.108
H -0.447 -6.565 2.603 0.101
H -1.688 -7.821 0.842 0.096
H -1.746 -6.873 -1.479 0.097
H -0.545 -4.743 -1.914 0.051
S -0.620 -2.879 -4.035 0.585
C -1.230 -1.354 -4.363 -0.887
N -0.691 -0.579 -5.333 0.003
C -1.168 0.762 -5.632 -0.179
C -1.697 1.419 -4.371 -0.166
C -2.754 0.522 -3.750 -0.164
N -2.284 -0.857 -3.692 0.026
H 0.251 -0.840 -5.570 0.104
H -1.958 0.709 -6.392 0.111
H -0.339 1.328 -6.057 0.117
H -2.125 2.398 -4.592 0.119
H -0.870 1.561 -3.677 0.082
H -3.683 0.570 -4.330 0.114
H -2.980 0.844 -2.733 0.112
H -2.630 -1.459 -2.958 0.112
F -4.803 -1.860 0.302 -0.120
C -3.510 -2.421 0.181 -0.481
F -3.834 -3.705 -0.301 -0.113
F -3.227 -2.725 1.556 -0.150
C 0.079 3.980 3.097 -0.021
C -0.841 2.928 2.579 -0.307
C -2.016 2.415 3.084 -0.001
C -2.458 1.477 2.126 -0.355
N -1.619 1.430 1.100 0.066
N -0.637 2.298 1.411 0.047
C -3.677 0.618 2.151 -0.037
H -0.452 4.614 3.807 0.072
H 0.444 4.608 2.282 0.079
H 0.947 3.538 3.587 0.060
H -2.494 2.689 4.010 0.096
H 0.113 2.435 0.747 0.137
H -4.536 1.172 2.536 0.071
H -3.534 -0.265 2.776 0.077
H -3.909 0.250 1.154 0.056
C -1.475 5.959 -1.340 -0.137
C -2.238 4.799 -1.366 -0.108
C -1.625 3.562 -1.502 -0.073
C -0.236 3.444 -1.615 -0.262
C 0.519 4.623 -1.588 -0.057
C -0.091 5.858 -1.450 -0.118
C 0.403 2.118 -1.750 -0.208
C 1.718 1.927 -1.934 -0.047
C 2.161 0.571 -2.138 -0.300
C 2.446 0.073 -3.424 -0.082
C 2.851 -1.237 -3.620 -0.142
C 3.008 -2.106 -2.547 -0.132
C 2.760 -1.628 -1.265 -0.112
C 2.358 -0.317 -1.062 -0.094
H -1.950 6.927 -1.226 0.080
H -3.316 4.855 -1.264 0.090
H -2.221 2.656 -1.471 0.090
H 1.595 4.522 -1.672 0.089
H 0.518 6.756 -1.424 0.086
H -0.339 1.295 -1.775 0.086
H 2.348 0.748 -4.270 0.093
H 3.033 -1.593 -4.630 0.087
H 3.299 -3.137 -2.707 0.087
H 2.849 -2.285 -0.405 0.095
H 2.190 0.039 -0.051 0.088

No. 5
108
Properties=species:S:1:pos:R:3:lowdin_charge:R:1 method="wB97M-V/def2-TZVPD" lumo_energy_ev=-2.78 max_force_ev_per_a=1.44 orbital_gap_ev=8.1 charge=+1
C 1.365 2.568 1.159 -0.166
C 0.125 2.139 0.346 -0.403
P 0.721 1.075 -1.034 1.001
C 0.986 2.262 -2.384 -0.268
C -0.839 0.113 -1.606 -0.526
O -1.415 0.729 -2.755 -0.048
C -1.998 0.201 -0.610 -0.253
O -2.625 1.495 -0.694 0.039
C -3.300 1.777 0.391 -0.326
N -3.976 1.998 1.296 0.202
C -3.014 -0.815 -1.147 0.010
N -2.156 -1.922 -1.753 0.098
C -2.777 -2.455 -3.010 -0.624
F -2.652 -1.596 -3.994 0.171
F -4.054 -2.681 -2.757 0.225
F -2.166 -3.606 -3.292 0.189
C -0.664 -1.427 -1.728 -0.391
C -0.155 -1.955 -0.358 -0.111
C 0.513 -3.337 -0.292 -0.428
C 0.313 -3.948 1.104 -0.013
O 1.873 -3.101 -0.540 -0.157
C 2.629 -4.250 -0.916 -0.152
C 3.908 -3.800 -1.563 -0.237
C 4.711 -2.872 -0.913 -0.042
C 5.872 -2.418 -1.512 -0.072
C 6.243 -2.891 -2.763 -0.080
C 5.455 -3.831 -3.400 -0.079
C 4.285 -4.280 -2.806 -0.056
P 0.458 -1.981 -3.140 0.461
S 2.171 -1.113 -3.196 0.317
H 2.238 2.721 0.526 0.060
H 1.587 1.792 1.892 0.071
H 1.139 3.473 1.723 0.031
H -0.432 3.009 -0.008 0.085
H -0.525 1.567 1.009 0.066
H 1.041 1.755 -3.345 0.015
H 1.964 2.707 -2.191 0.051
H 0.247 3.063 -2.413 0.056
H -0.935 0.592 -3.582 0.010
H -1.728 0.005 0.422 0.146
H -3.633 -1.265 -0.380 0.078
H -3.587 -0.285 -1.902 0.161
H -2.261 -2.715 -1.114 0.188
H 0.562 -1.237 0.048 0.108
H -0.996 -1.985 0.341 0.122
H 0.096 -4.037 -1.033 0.128
H -0.697 -3.816 1.491 0.069
H 0.570 -5.007 1.095 0.087
H 1.026 -3.463 1.774 0.105
H 2.060 -4.871 -1.618 0.122
H 2.849 -4.857 -0.031 0.137
H 4.420 -2.501 0.062 0.120
H 6.478 -1.679 -1.004 0.107
H 7.145 -2.523 -3.234 0.106
H 5.739 -4.225 -4.367 0.107
H 3.667 -5.008 -3.318 0.112
H -0.212 -1.779 -4.347 -0.074
H 0.538 -3.376 -3.036 0.001
C -6.971 -0.861 2.224 -2.029
Cl -8.162 -1.019 0.937 0.518
Cl -7.178 -2.143 3.409 0.534
Cl -5.336 -1.048 1.520 0.485
Cl -7.097 0.714 2.981 0.570
C 1.009 6.128 4.471 -2.045
Cl 0.059 7.589 4.743 0.534
Cl -0.078 4.735 4.324 0.519
Cl 1.930 6.303 2.974 0.480
Cl 2.100 5.878 5.832 0.531
C 5.576 4.099 3.327 -2.033
Cl 6.618 2.675 3.286 0.523
Cl 5.642 4.928 1.766 0.529
Cl 3.913 3.618 3.659 0.508
Cl 6.130 5.190 4.598 0.495
C 8.999 6.171 8.258 -2.047
Cl 7.990 5.923 6.829 0.455
Cl 8.753 4.830 9.381 0.511
Cl 10.693 6.218 7.767 0.530
Cl 8.563 7.690 9.045 0.539
C 10.277 2.484 5.457 -2.049
Cl 11.971 2.349 5.926 0.537
Cl 9.276 2.618 6.904 0.505
Cl 10.055 3.913 4.446 0.510
Cl 9.801 1.044 4.542 0.510
C -10.936 -1.513 -2.152 -2.053
Cl -10.106 -0.162 -2.933 0.523
Cl -12.511 -1.756 -2.906 0.540
Cl -9.969 -2.980 -2.332 0.491
Cl -11.146 -1.156 -0.435 0.510
C -2.205 0.578 -7.083 -2.030
Cl -2.971 2.024 -6.436 0.559
Cl -3.386 -0.724 -7.213 0.550
Cl -1.492 0.909 -8.648 0.576
Cl -0.910 0.067 -5.958 0.556
C -10.378 -6.736 -4.742 -2.061
Cl -8.811 -6.763 -3.913 0.500
Cl -11.074 -5.122 -4.598 0.496
Cl -10.145 -7.138 -6.443 0.531
Cl -11.453 -7.915 -3.994 0.536
C -4.329 -5.734 3.254 -2.057
Cl -2.591 -5.947 3.500 0.518
Cl -5.161 -5.816 4.803 0.550
Cl -4.626 -4.149 2.521 0.453
Cl -4.933 -6.997 2.182 0.535
C 1.281 10.175 1.066 -2.061
Cl 0.302 11.605 1.396 0.533
Cl 0.225 8.762 0.933 0.495
Cl 2.157 10.394 -0.451 0.525
Cl 2.432 9.933 2.381 0.513

No. 6
14
Properties=species:S:1:pos:R:3:lowdin_charge:R:1 method="wB97M-V/def2-TZVPD" lumo_energy_ev=0.75 relative_energy_ev=1.1158 max_force_ev_per_a=3.46 orbital_gap_ev=9.4 charge=0
C 0.275 2.302 -1.586 -0.119
C -0.305 1.346 -0.594 -0.672
Cl -1.843 1.895 0.097 0.654
C 0.192 0.210 -0.256 -0.190
O -0.378 -0.655 0.653 -0.084
C 0.238 -1.844 0.928 -0.226
C -0.272 -2.703 1.787 -0.543
Cl -1.755 -2.458 2.655 0.617
H 1.185 1.816 -1.961 0.084
H -0.364 2.552 -2.431 0.077
H 0.408 3.271 -1.108 0.076
H 1.132 -0.155 -0.670 0.131
H 1.246 -1.969 0.451 0.139
H 0.242 -3.608 2.036 0.057

No. 7
14
Properties=species:S:1:pos:R:3:lowdin_charge:R:1 method="wB97M-V/def2-TZVPD" lumo_energy_ev=-0.14 relative_energy_ev=2.4868 max_force_ev_per_a=3.83 orbital_gap_ev=8.6 charge=0
C 0.831 -0.261 -0.528 -0.516
C 0.557 1.313 -0.205 -0.252
C -0.935 1.379 -0.613 -0.106
C -1.351 0.074 0.019 -0.808
C -0.039 -0.368 0.642 -0.348
H 2.711 0.015 0.979 -0.098
H 0.521 -0.719 -1.519 0.136
H 1.298 2.007 -0.494 0.133
H -1.209 1.311 -1.654 0.122
H -1.326 2.245 -0.154 0.112
H 0.100 -1.253 1.216 0.142
O 0.454 0.930 1.165 -0.073
S 2.610 -0.697 -0.203 0.724
S -2.617 -0.795 -0.021 0.832

No. 8
30
Properties=species:S:1:pos:R:3:lowdin_charge:R:1 method="wB97M-V/def2-TZVPD" lumo_energy_ev="-7.56 / -11.16" relative_energy_ev=0.0000 max_force_ev_per_a=3.66 multiplicity=5 orbital_gap_ev="8.1 / 4.5" charge=+2
C -2.140 2.458 -2.273 -0.181
C -2.545 2.677 -0.889 -0.207
H -2.088 3.373 -2.911 0.094
H -2.588 1.544 -2.747 0.092
H -1.113 2.142 -2.118 0.029
H -1.954 1.962 -0.251 0.042
H -2.396 3.638 -0.397 0.078
H -3.535 2.380 -0.583 0.063
Pt 0.281 -1.008 0.397 0.992
C -1.348 -2.038 0.117 -0.247
H -1.886 -2.092 1.063 0.035
H -0.996 -3.023 -0.196 0.042
H -1.916 -1.535 -0.673 0.032
I 1.816 1.110 0.278 0.732
N 2.630 -2.579 3.360 0.170
C 1.785 -1.876 4.216 0.000
C 0.849 -1.264 3.445 -0.059
N 1.110 -1.621 2.134 -0.155
C 2.193 -2.419 2.086 -0.223
C 2.637 -2.680 0.768 -0.216
N 1.873 -2.088 -0.173 -0.188
C 2.498 -2.142 -1.408 -0.071
C 3.667 -2.835 -1.222 0.015
N 3.750 -3.146 0.142 0.175
H 3.426 -3.152 3.641 0.195
H 1.913 -1.850 5.294 0.149
H 0.052 -0.543 3.717 0.150
H 2.116 -1.612 -2.289 0.139
H 4.424 -3.086 -1.937 0.140
H 4.495 -3.661 0.583 0.184